Below is a 2-piece molecular cluster, C37H36BNO5 overall in a non-equilibrium geometry, with properties calculated with the ωB97M-V functional and the def2-TZVPD basis.

Cartesian coordinates (Å):
C -5.317 -2.980 2.512
C -4.014 -2.362 2.645
C -3.211 -2.135 3.735
C -2.008 -1.542 3.256
C -2.132 -1.409 1.894
B -1.294 -0.675 0.724
C -0.494 0.181 1.739
C -0.629 1.478 2.157
C 0.500 1.779 2.989
C 1.216 0.606 3.106
C 2.452 0.240 3.760
O 0.624 -0.371 2.342
C -0.662 -2.023 0.333
C -1.139 -3.239 -0.077
C -0.026 -4.117 -0.240
C 1.092 -3.376 0.055
C 2.515 -3.637 0.026
O 0.709 -2.103 0.359
C -2.495 -0.105 -0.092
C -2.911 -0.327 -1.381
C -4.216 0.262 -1.528
C -4.561 0.732 -0.284
C -5.781 1.300 0.261
O -3.488 0.604 0.566
O -3.373 -1.919 1.535
H -5.725 -3.098 3.520
H -6.016 -2.374 1.925
H -5.241 -3.981 2.065
H -3.440 -2.364 4.764
H -1.183 -1.213 3.883
H -1.442 2.145 1.891
H 0.765 2.749 3.399
H 3.035 1.148 3.961
H 2.265 -0.253 4.728
H 3.048 -0.438 3.134
H -2.181 -3.502 -0.192
H -0.065 -5.158 -0.533
H 2.727 -4.622 0.455
H 2.871 -3.649 -1.013
H 3.068 -2.872 0.580
H -2.381 -0.899 -2.136
H -4.812 0.327 -2.432
H -6.444 1.547 -0.574
H -6.321 0.593 0.908
H -5.574 2.208 0.836
C 2.891 -2.503 -5.975
O 1.577 -2.025 -5.595
C 1.395 -1.430 -4.387
C 2.355 -1.451 -3.345
C 2.072 -0.841 -2.135
C 0.894 -0.089 -1.931
C 0.657 0.739 -0.765
C 1.640 1.661 -0.364
C 1.352 3.031 0.085
C 0.194 3.789 0.209
C 0.306 5.124 0.644
C 1.556 5.717 0.883
C 2.738 5.000 0.653
C 2.591 3.683 0.238
N 3.599 2.783 -0.100
C 5.012 3.125 -0.128
C 3.053 1.587 -0.440
C -0.036 -0.054 -3.008
C 0.166 -0.761 -4.169
H 2.777 -2.820 -7.012
H 3.646 -1.707 -5.913
H 3.199 -3.359 -5.359
H 3.315 -1.944 -3.509
H 2.821 -0.891 -1.345
H -0.377 0.972 -0.518
H -0.772 3.354 -0.054
H -0.603 5.713 0.803
H 1.614 6.742 1.239
H 3.730 5.415 0.809
H 5.190 3.920 0.603
H 5.603 2.238 0.133
H 5.337 3.491 -1.116
H 3.674 0.777 -0.818
H -0.883 0.632 -2.928
H -0.595 -0.775 -4.948

Charge: 0

=====

Below is C9H18LiO13P as an isolated structure in a non-equilibrium geometry, with properties calculated with the ωB97M-V functional and the def2-TZVPD basis.

Cartesian coordinates (Å):
Li 0.391 -1.735 1.044
P 2.384 -1.899 2.649
O 1.220 -2.691 2.393
O 2.331 -1.181 3.956
O 2.002 -0.882 1.606
O 3.629 -2.717 2.238
C -0.424 0.473 -3.598
O -0.265 -0.483 -2.453
C 0.988 -0.981 -2.176
O 2.034 -0.685 -2.637
O 0.877 -1.916 -1.274
C 1.965 -2.747 -1.111
H 0.263 0.506 -4.532
H -0.537 1.651 -3.446
H -1.613 0.423 -3.916
H 2.750 -3.027 -1.935
H 1.477 -3.869 -1.005
H 2.596 -2.521 -0.349
C 0.973 1.625 -0.010
O 0.032 2.747 -0.105
C 0.512 3.983 -0.017
O 1.661 4.226 -0.228
O -0.442 4.817 0.237
C -0.057 6.098 0.568
H 0.535 0.920 0.470
H 1.818 1.841 0.951
H 1.557 1.399 -0.932
H 0.475 6.687 -0.127
H 0.729 6.216 1.251
H -0.842 6.790 0.970
C -2.413 -1.958 3.399
O -2.788 -2.609 2.107
C -2.456 -2.056 0.965
O -1.560 -1.186 0.913
O -3.224 -2.226 -0.163
C -2.648 -1.870 -1.411
H -2.903 -2.364 4.120
H -2.471 -0.849 3.310
H -1.193 -2.112 3.362
H -2.558 -0.784 -1.579
H -3.123 -2.562 -2.262
H -1.692 -2.491 -1.238

Charge: -2

=====

Below is a 2-piece molecular cluster, C9H14O4S overall in a non-equilibrium geometry, with properties calculated with the ωB97M-V functional and the def2-TZVPD basis.

Cartesian coordinates (Å):
C 0.510 0.004 2.456
C 0.647 -0.894 1.125
C 0.602 -2.426 1.291
C 0.715 -3.310 -0.005
C 0.831 -2.624 -1.387
C 0.877 -1.061 -1.548
C 0.793 -0.188 -0.272
C 0.839 1.431 -0.291
O 0.420 1.858 -1.617
S 0.879 3.444 -1.982
O -0.407 4.233 -2.152
O 1.657 4.183 -0.682
H 1.178 0.922 2.350
H -0.564 0.404 2.597
H 0.810 -0.595 3.377
H 0.498 -2.934 2.302
H 0.711 -4.443 0.091
H 0.877 -3.319 -2.298
H 0.974 -0.613 -2.589
H 1.912 1.707 -0.014
H 0.092 1.830 0.476
H 2.535 3.726 -0.588
C -2.832 -0.055 -0.432
O -2.533 -0.872 0.691
H -1.969 -0.043 -1.097
H -3.694 -0.463 -0.966
H -3.047 0.964 -0.100
H -3.311 -0.867 1.263

Charge: 0

=====

Energy relative to the best compared isomer or geometry (same formula, charge and spin) (computed, kJ/mol): 0.0 227.8 359.4
Energy (computed, eV): -51351.8537 -45732.1056 -28579.2881